[1]
C29H20F5IrN2O5S as an isolated structure at a distorted geometry. Source: OMol25; level of theory: ωB97M-V/def2-TZVPD.

Geometry as XYZ:
```
63
Properties=species:S:1:pos:R:3:forces:R:3
Ir 0.2427 -0.0178 -0.2806 0.312 0.483 0.230
O 1.7217 1.8854 -0.9128 -0.630 -0.182 0.069
S 2.9526 1.1734 -0.6161 0.756 -0.634 0.442
O 3.9375 1.1129 -1.6456 -0.009 0.039 0.193
N 2.3364 -0.3363 -0.3317 -2.068 1.786 -0.363
C 2.9896 -1.5123 -0.2106 0.921 -1.466 0.450
C 4.3606 -1.6793 -0.0381 -0.785 0.542 -0.036
C 4.8936 -2.9589 0.1229 -0.048 -0.449 -0.039
C 4.0900 -4.0724 0.1127 0.175 0.073 -0.004
C 2.7005 -3.9449 -0.0942 -0.050 0.103 -0.049
C 1.8115 -5.0363 -0.1610 -0.131 0.144 0.038
C 0.4836 -4.8057 -0.4135 0.143 -0.086 -0.043
C 0.0404 -3.4916 -0.6047 -0.154 0.025 0.052
N 0.8391 -2.4484 -0.4956 -0.698 0.941 0.105
C 2.1507 -2.6557 -0.2558 0.757 0.117 -0.071
C 3.6781 1.7441 0.8938 -0.112 -0.241 -0.276
C 3.4783 1.0532 2.0779 0.014 -0.088 0.032
C 4.0689 1.5363 3.2345 -0.023 -0.005 -0.012
C 4.8463 2.6848 3.1926 -0.033 -0.042 -0.005
C 5.0544 3.3521 1.9931 -0.069 0.025 0.019
C 4.4661 2.8833 0.8312 0.067 0.061 -0.169
H 5.0004 -0.8078 -0.0434 0.080 -0.034 0.042
H 5.9609 -3.0647 0.2554 0.016 -0.013 0.009
H 4.5087 -5.0600 0.2461 0.034 -0.023 0.007
H 2.1858 -6.0408 -0.0171 0.004 -0.036 0.007
H -0.2255 -5.6182 -0.4691 -0.026 0.010 -0.081
H -0.9932 -3.2986 -0.8597 -0.018 0.016 0.082
H 2.8747 0.1581 2.1009 -0.036 0.027 0.040
H 3.9165 1.0130 4.1678 0.007 -0.005 0.023
H 5.2964 3.0585 4.1017 0.029 0.012 0.010
H 5.6700 4.2398 1.9692 0.003 0.019 -0.046
H 4.6204 3.3795 -0.1173 0.037 0.071 0.014
C -1.0876 2.8873 -0.8452 -0.048 0.673 0.299
O -0.8564 1.6399 -1.5335 0.225 -1.232 0.931
H -1.5852 3.5809 -1.5231 -0.080 -0.169 -0.061
H -0.1579 3.3284 -0.4880 -0.027 -0.180 -0.018
H -1.7349 2.6725 0.0011 -0.026 -0.051 -0.051
H -0.2642 1.8108 -2.2788 0.144 -0.111 0.064
O 0.7939 3.2561 1.6358 0.367 -0.757 -0.682
C 0.3448 2.2148 2.0714 -1.484 2.492 1.802
O 0.5148 0.9985 1.6780 -0.286 -2.474 -2.439
C -0.5895 2.3260 3.3131 0.880 -0.739 -1.051
C -0.8076 3.5616 3.9005 -0.166 0.013 0.284
C -1.6559 3.6416 4.9981 0.137 0.116 -0.148
C -2.2768 2.5022 5.4892 -0.055 -0.006 0.129
C -2.0520 1.2729 4.8910 0.082 -0.190 -0.143
C -1.1987 1.1781 3.7996 -0.236 0.233 0.384
H -0.3196 4.4473 3.5201 0.052 -0.051 -0.096
H -1.8191 4.6024 5.4683 -0.055 -0.026 0.032
H -2.9247 2.5700 6.3532 -0.030 0.021 -0.015
H -2.5212 0.3731 5.2674 -0.059 0.059 0.095
H -0.9983 0.2211 3.3484 0.036 -0.014 -0.058
F -1.1201 -1.7127 2.1322 -0.097 -0.019 -0.057
C -1.9904 -1.6636 1.1189 0.463 0.104 0.470
C -1.6263 -1.0122 -0.0512 1.376 0.804 0.173
C -2.5269 -1.1098 -1.1057 0.331 0.250 -0.464
F -2.2073 -0.5891 -2.2933 -0.102 -0.125 -0.017
C -3.7473 -1.7557 -0.9894 -0.006 -0.019 0.081
F -4.5708 -1.8237 -2.0241 -0.014 0.054 -0.010
C -4.0980 -2.3499 0.2166 0.221 0.109 -0.020
F -5.2575 -2.9588 0.3484 0.005 -0.017 -0.024
C -3.2011 -2.3134 1.2774 -0.013 0.060 -0.062
F -3.5001 -2.9081 2.4225 0.002 0.000 0.004
```
Positions in Å, forces in eV/Å.

## Properties
energy above the lowest of the compared OMol25 structures with the same formula, charge and spin: 465.0 kJ/mol
2S+1: 2
Kohn-Sham gap (alpha / beta): 4.770 / 5.367 eV
net charge: +1
electronic energy: -70865.0752 eV
⟨S²⟩: 0.788
molecular weight: 795.8 g/mol
LUMO energy (alpha / beta): -6.677 / -6.079 eV

***

[2]
A 2-piece molecular cluster, C29H51N3O5P overall at a distorted geometry. Source: OMol25; level of theory: ωB97M-V/def2-TZVPD.

Geometry as XYZ:
```
89
Properties=species:S:1:pos:R:3:forces:R:3
C -3.0237 4.2999 -2.8188 0.265 -0.431 1.039
C -2.9103 2.8095 -2.2707 -0.130 0.208 0.495
P -1.3669 1.9492 -2.9381 -0.346 0.978 -1.564
C 0.1369 2.7352 -2.1419 -0.463 0.565 0.366
N -1.5660 0.2587 -2.4409 -0.008 -2.294 1.501
C -1.9425 -0.3065 -1.1797 -0.129 -2.131 -0.283
C -2.2446 0.4492 0.1413 0.456 -0.515 -0.148
C -1.4919 -0.2470 1.3642 0.357 1.191 0.269
C -0.3328 0.6631 1.9527 0.516 -0.952 0.233
C 0.8627 0.8497 0.9104 -0.670 -1.056 0.034
C 2.2309 0.3439 1.4983 0.935 0.661 -0.467
C 3.0589 1.4098 2.3348 -0.597 -0.418 0.691
C 2.2030 2.4953 3.0941 1.096 1.001 -0.199
C 1.8629 3.7742 2.1848 -0.452 -0.567 0.206
C 0.3575 4.2067 2.3901 0.772 -0.052 0.070
O 0.2046 5.6074 2.0913 -0.335 -1.042 -0.741
C -0.2525 5.7714 0.7359 0.331 0.603 0.089
C -1.9848 -1.7168 -1.3809 0.394 0.254 0.988
C -2.3577 -2.9007 -0.4485 -0.927 0.334 -0.217
C -3.9378 -3.1207 -0.5737 0.831 1.442 -0.423
O -4.2220 -3.8310 -1.7861 -0.084 0.172 0.310
N -1.5988 -2.0270 -2.7221 -0.546 3.753 1.305
C -1.4971 -3.3225 -3.4119 0.867 -0.367 -0.975
C -1.3640 -0.7955 -3.2848 0.497 -0.487 -2.347
C -0.9111 -0.7107 -4.7729 0.808 -0.419 1.023
C 0.6438 -1.0571 -4.9191 -0.114 0.571 -0.957
C 1.5619 0.2254 -4.7195 0.358 -0.732 0.626
C 2.5631 0.0102 -3.5058 -1.064 0.281 -0.456
O 3.4120 -1.1341 -3.7133 -0.831 0.273 0.525
H -4.0819 4.6416 -2.6721 0.984 -0.310 -0.383
H -2.3971 4.9328 -2.1273 -0.484 -0.404 -1.039
H -2.6955 4.3996 -3.8818 -0.357 -0.016 0.898
H -2.9062 2.8541 -1.1528 -0.078 -0.037 -0.880
H -3.8243 2.2247 -2.5683 1.064 0.320 0.089
H 1.0279 2.0661 -2.0729 -0.900 0.385 0.168
H 0.4305 3.5815 -2.8293 -0.465 -0.912 0.519
H -0.1660 3.2083 -1.1746 0.652 -0.598 -0.532
H -1.8908 1.5175 0.1351 -0.425 -1.061 -0.410
H -3.3608 0.4412 0.2977 1.109 0.111 -0.124
H -2.2489 -0.3940 2.1739 0.721 -0.319 -0.622
H -0.9839 -1.1950 1.0496 -0.750 0.828 0.448
H 0.1029 0.0506 2.8086 -0.733 1.075 -1.007
H -0.7064 1.6224 2.3877 0.145 -0.750 -0.530
H 0.9023 1.8765 0.4664 0.161 -0.824 0.581
H 0.6135 0.1562 0.0470 0.286 0.715 0.700
H 2.1094 -0.5703 2.1324 -0.303 0.836 -0.664
H 2.9011 0.0288 0.6426 -0.708 0.258 0.789
H 3.6148 0.8231 3.1229 -0.321 0.659 -0.899
H 3.8091 1.9347 1.6909 -0.614 -0.431 0.532
H 1.2979 2.0963 3.6162 0.710 0.124 -0.655
H 2.8695 2.9045 3.9093 -0.756 -0.552 -0.657
H 2.1152 3.5603 1.1069 -0.402 0.221 0.956
H 2.5029 4.6488 2.4793 -0.662 -0.819 -0.155
H -0.3676 3.6485 1.7404 0.688 0.123 0.605
H 0.1101 3.9788 3.4659 0.022 0.646 -0.995
H 0.0585 4.9285 0.0635 -0.180 0.564 0.659
H -1.3717 5.8559 0.7376 0.893 0.054 -0.214
H 0.2502 6.6944 0.3364 -0.804 -0.746 0.344
H -2.1139 -2.7419 0.6284 -0.043 0.150 -1.014
H -1.8189 -3.8223 -0.7882 -0.527 0.772 0.397
H -4.3699 -3.5848 0.3439 0.312 -0.086 -1.035
H -4.3711 -2.0829 -0.6907 0.234 -1.032 0.553
H -4.3734 -3.1830 -2.4951 -0.067 -0.379 0.495
H -2.0285 -3.2808 -4.4026 0.344 -0.012 1.125
H -1.8833 -4.1839 -2.8243 0.142 1.047 -0.271
H -0.4090 -3.4859 -3.6440 -1.076 -0.033 0.256
H -1.0386 0.3236 -5.1672 -0.360 -0.983 0.250
H -1.4900 -1.4918 -5.3246 0.286 0.960 0.268
H 0.9432 -1.9215 -4.2741 -0.169 0.848 -0.405
H 0.8006 -1.3942 -5.9828 -0.284 0.146 1.099
H 2.1604 0.4197 -5.6443 -0.543 -0.168 0.750
H 0.9106 1.1228 -4.5293 0.713 -0.720 -0.117
H 3.2014 0.9222 -3.3886 -0.501 -0.796 0.086
H 1.9025 -0.1519 -2.6009 0.877 0.313 -0.591
H 3.1133 -1.8223 -3.0940 0.383 0.369 -0.444
C 2.6697 -5.8634 5.4253 0.007 -0.011 0.010
C 2.1312 -5.7322 4.1507 0.022 0.092 0.135
C 1.5866 -4.5216 3.7482 -0.048 -0.061 -0.204
C 1.5908 -3.4482 4.6295 0.227 -0.498 0.130
C 2.1198 -3.5718 5.9074 0.042 0.148 0.201
C 2.6603 -4.7866 6.3037 -0.045 -0.057 -0.172
N 1.0393 -2.1603 4.2005 -0.060 0.112 0.098
O 0.5632 -2.0863 3.0752 0.075 -0.311 0.308
O 1.0880 -1.2313 4.9842 -0.047 -0.171 -0.298
H 3.0996 -6.8091 5.7351 -0.038 0.065 -0.019
H 2.1394 -6.5746 3.4698 -0.022 0.078 0.025
H 1.1697 -4.4294 2.7537 0.004 0.167 0.114
H 2.1199 -2.7380 6.5978 -0.074 0.035 -0.185
H 3.0783 -4.8940 7.2970 -0.043 0.051 -0.061
```
Positions in Å, forces in eV/Å.

## Properties
Kohn-Sham gap: 8.849 eV
net charge: +1
electronic energy: -54885.7589 eV
molecular weight: 552.7 g/mol
LUMO energy: -2.606 eV

***

[3]
C19H42FeP2Si as an isolated structure at a distorted geometry. Source: OMol25; level of theory: ωB97M-V/def2-TZVPD.

Geometry as XYZ:
```
65
Properties=species:S:1:pos:R:3:forces:R:3
P 0.2043 -0.7435 -2.0757 -1.173 -1.592 -3.576
P 1.1186 2.3455 -0.9401 1.117 -1.934 -1.927
C 0.3944 0.8255 -3.0216 0.638 -0.401 -0.104
C 1.6816 1.4137 -2.4696 -0.108 2.113 0.193
H -0.5507 1.3925 -2.8811 0.791 0.064 0.103
H 0.4874 0.6678 -4.1004 -0.044 -0.184 0.226
H 2.4501 0.6600 -2.0804 -1.024 0.833 -0.699
H 2.1698 2.0762 -3.2073 0.076 -0.318 0.241
C -0.2386 3.4176 -1.2379 -0.591 1.322 -0.455
H -0.3187 4.1036 -0.3848 -0.111 -0.098 -0.320
H -1.1420 2.7883 -1.2662 0.346 0.271 0.108
H -0.1493 3.9693 -2.1808 -0.116 0.094 0.251
C 2.7230 2.7809 -0.2243 -0.088 1.737 -1.018
H 2.5926 3.8348 0.0151 0.722 0.107 0.557
H 3.4609 2.6545 -1.0127 0.278 0.183 0.224
H 2.9660 2.1889 0.6774 0.006 0.148 0.039
C -0.8346 -1.3696 -3.6223 -0.704 -0.065 -0.007
H -0.9547 -2.4579 -3.6970 0.044 0.274 0.487
H -0.3140 -1.0774 -4.5544 0.047 -0.055 0.647
H -1.8321 -0.9251 -3.7078 0.180 -0.007 0.136
C 1.5373 -1.7775 -2.9066 0.729 0.346 0.543
H 2.4381 -1.8429 -2.2813 -0.066 -0.145 -0.295
H 1.7722 -1.3101 -3.8698 0.151 -0.125 0.197
H 1.1362 -2.7842 -3.1052 0.288 0.501 0.232
Fe 1.4773 0.8782 0.3898 -1.119 -2.329 4.458
C -2.8365 -1.6469 -0.1163 1.832 0.150 2.557
C -3.0720 -1.6337 -1.4748 -0.524 -0.226 -2.453
C -3.4369 -2.8838 -2.2152 0.169 -0.990 0.929
C -2.9720 -4.1469 -1.3721 0.507 0.004 0.383
C -1.4678 -4.2863 -1.4191 0.156 -1.172 -1.054
C -0.4639 -3.5367 -0.9754 0.711 -1.140 0.770
C -0.3623 -2.7702 0.2914 -0.348 1.407 -0.013
C -1.4607 -1.7143 0.5718 -0.729 0.348 1.316
C 2.2134 -0.5357 1.6885 -0.433 0.262 -0.534
H -3.5879 -1.4387 0.6327 -0.490 0.127 -0.134
H -2.8627 -0.7551 -2.0782 -0.229 0.142 0.166
H -2.9490 -2.8661 -3.2158 -0.646 -0.315 0.590
H -4.5351 -3.0311 -2.2971 0.395 0.416 -0.315
H -3.2678 -4.0928 -0.2781 -0.294 0.085 -1.353
H -3.3797 -5.0510 -1.8627 -0.056 0.424 0.559
H -1.1029 -5.2121 -1.9109 -0.410 0.892 -0.670
H 0.5276 -3.7363 -1.4125 -0.468 -0.488 0.450
H 0.6232 -2.2919 0.2524 -0.309 0.270 0.211
H -0.3052 -3.3807 1.2082 -0.097 -0.466 -0.708
H -1.8069 -1.8597 1.6164 0.697 0.247 -0.249
H -0.9482 -0.7282 0.5556 -0.533 -0.196 -0.074
H 2.6720 -0.1428 2.6346 -0.230 -0.658 -0.964
H 2.9577 -0.9265 0.9465 0.058 -0.213 0.838
H 1.4397 -1.3280 1.8837 0.860 0.707 0.052
C -0.3387 3.8024 4.4137 -0.473 0.416 -0.255
Si 0.5579 2.3253 3.6433 0.152 -0.819 0.036
C 2.3076 2.5417 4.2918 0.471 -0.142 -0.229
C -0.1804 0.7807 4.4113 0.111 -0.148 0.075
C 0.4384 2.1167 1.7227 -0.892 1.392 0.819
H -1.2135 3.5145 5.0167 0.172 -0.043 -0.305
H -0.6936 4.4428 3.5999 -0.162 0.189 0.143
H 0.2844 4.4320 5.0687 0.036 -0.333 -0.310
H 2.3822 2.4651 5.3888 -0.229 -0.050 -0.330
H 2.9149 1.7401 3.8543 0.190 0.195 0.145
H 2.7512 3.5137 4.0211 -0.128 -0.290 -0.064
H -1.1513 0.5718 3.9464 0.111 -0.065 0.080
H 0.4970 -0.0535 4.1955 -0.198 -0.055 0.015
H -0.3209 0.8398 5.4998 0.060 0.054 -0.248
H 0.5437 3.2065 1.4806 0.292 -0.252 -0.260
H -0.6702 2.0469 1.5366 0.627 -0.405 0.149
```
Positions in Å, forces in eV/Å.

## Properties
energy above the lowest of the compared OMol25 structures with the same formula, charge and spin: 19.6 kJ/mol
2S+1: 5
Kohn-Sham gap (alpha / beta): 7.345 / 7.805 eV
electronic energy: -81216.6082 eV
⟨S²⟩: 6.078
molecular weight: 416.4 g/mol
LUMO energy (alpha / beta): 0.098 / 0.268 eV